Record 1
{
  "formula": "B2CdF2H8",
  "method": "ωB97M-V with the def2-TZVPD basis set",
  "total_charge": -2,
  "lumo_ha": 0.2278,
  "orbital_gap_ev": 7.75,
  "species": ["Cd", "H", "B", "H", "H", "F", "B", "H", "H", "F", "H", "H", "H"],
  "positions_angstrom": [[-0.353, 0.576, -0.162], [-0.730, -1.203, -0.589], [-1.338, -1.187, 0.376], [2.982, 0.221, -0.093], [-2.247, -0.508, 0.215], [-0.858, 1.340, -2.021], [1.821, 0.312, -0.093], [-1.585, -2.276, 0.698], [-0.681, -0.631, 1.122], [-1.256, 2.208, 0.871], [1.524, 1.355, -0.463], [1.354, 0.247, 0.949], [1.368, -0.453, -0.812]],
  "forces_ev_per_angstrom": [[-0.6788, 4.3813, -1.2072], [0.5175, -1.5140, -2.1309], [-1.7087, -2.1892, 0.5437], [1.3365, -0.0576, 0.1555], [-2.0333, 0.4571, -0.1908], [-0.2214, 0.2475, -1.1402], [2.0903, 0.0303, -0.0801], [-0.2360, -1.1627, 0.5061], [0.7180, -0.4835, 2.9503], [-0.0846, 0.3905, 0.5023], [0.2545, 2.0656, -0.9120], [0.1250, -0.5723, 2.1931], [-0.0790, -1.5929, -1.1899]],
  "nbo_charge": [1.80, -0.03, -0.88, -0.02, 0.00, -0.93, -0.91, -0.02, -0.04, -0.93, -0.01, -0.03, -0.01]
}

***

Record 2
{
  "formula": "C17H24N5OPd",
  "method": "ωB97M-V with the def2-TZVPD basis set",
  "total_charge": -1,
  "lumo_ha": 0.1082,
  "orbital_gap_ev": 5.49,
  "species": ["H", "H", "H", "C", "C", "H", "C", "H", "C", "H", "N", "O", "H", "H", "C", "H", "C", "H", "H", "H", "C", "C", "H", "H", "H", "H", "H", "C", "H", "N", "H", "Pd", "N", "H", "C", "C", "H", "C", "H", "H", "C", "H", "N", "C", "C", "C", "N", "C"],
  "positions_angstrom": [[0.953, 3.661, -2.089], [-1.465, -2.327, 1.097], [3.154, -4.882, -0.260], [0.710, 3.077, -1.149], [-0.971, -2.530, 2.067], [-1.278, 3.994, 1.616], [2.648, -3.938, -0.203], [-0.695, 2.281, -3.950], [-0.347, -1.212, -2.556], [3.410, -3.257, -2.117], [0.386, -2.102, 2.030], [-1.569, 1.465, 3.572], [2.151, -1.820, 2.954], [-0.931, -3.561, 2.409], [1.860, -3.554, 0.859], [-0.286, -2.194, -2.123], [-1.575, 2.688, 3.292], [-1.964, 3.198, 5.138], [0.712, -1.601, 4.023], [1.234, -3.275, 3.558], [-0.705, 0.167, -4.411], [1.126, -2.228, 3.223], [-0.806, 0.319, -5.488], [-2.515, 4.317, 4.010], [0.519, 3.794, -0.346], [2.214, -1.219, -2.147], [1.557, 2.400, -0.856], [-0.684, -1.081, -3.856], [-0.949, -1.943, -4.455], [-1.746, 3.721, 4.264], [-1.497, -1.980, 2.839], [-0.558, 0.508, 1.272], [-1.256, 3.047, 1.995], [1.730, -4.275, 1.705], [1.137, -2.393, 0.853], [-0.382, 1.106, -2.196], [-1.852, 3.716, -0.648], [1.177, -1.509, -0.282], [-0.958, 2.295, 1.342], [-1.696, 3.629, -2.409], [-0.566, 1.278, -3.572], [-2.560, 2.335, -1.539], [-0.503, 2.255, -1.322], [-1.704, 3.033, -1.501], [2.116, -1.851, -1.289], [2.826, -3.037, -1.244], [0.419, -0.383, -0.430], [-0.021, -0.134, -1.682]],
  "forces_ev_per_angstrom": [[0.0046, -0.4665, 0.6822], [0.2403, -0.4851, 0.5451], [0.1462, -0.4042, 0.2835], [-0.1779, -0.8490, -0.5523], [-0.0153, 0.2167, 0.0203], [0.0542, -0.4337, 0.7112], [0.6732, 0.2554, -0.5425], [0.0252, 0.1279, -0.1359], [0.4198, -0.4229, 1.1669], [0.4953, -0.3302, -0.1229], [0.1722, 1.4505, -1.3368], [-0.0127, 2.1767, 0.0281], [-1.0064, -0.5803, 0.7929], [-0.7760, -0.9154, -0.3644], [0.0525, -1.7078, 0.4940], [-0.0689, -0.3007, 0.0596], [1.1656, -1.5597, -1.6572], [0.0769, 0.8206, -0.8442], [-0.0674, -0.2215, -0.0480], [0.0021, 0.0241, 0.2966], [0.0690, 2.0653, -1.0162], [1.6233, 0.7237, 0.0608], [-0.1897, -0.0707, 0.2594], [-0.1530, 0.3215, 0.0152], [0.1660, -0.0364, 0.0278], [0.0772, 0.3515, -0.2339], [-0.7476, 0.7279, -0.3292], [-0.1412, -0.6028, -0.6211], [0.1337, -0.1428, 0.0068], [-0.2269, -1.8776, 0.3470], [-0.2554, 0.2989, 0.1313], [0.1442, -0.4925, 0.2683], [-0.9224, 1.4392, 1.6047], [0.1389, 0.8080, -0.7090], [-0.5143, 1.0077, -0.1909], [0.2199, 1.9555, -0.0104], [0.0731, -0.1950, -0.2000], [0.4470, -0.3724, 0.1886], [0.0388, -0.4459, -0.4409], [-0.1133, 0.3825, -0.4335], [-0.4692, -1.0247, 0.1982], [0.2748, 0.3835, 0.0144], [0.9121, 0.1238, 0.1199], [-0.1951, -0.5936, 0.3112], [-0.1022, -0.7093, 0.8865], [-0.6893, 0.3619, -0.2632], [-0.2154, 0.2716, 0.9467], [-0.7863, -1.0536, -0.4148]],
  "nbo_charge": [0.15, 0.23, 0.19, -0.40, -0.40, 0.38, -0.29, 0.19, -0.26, 0.19, -0.48, -0.67, 0.21, 0.14, -0.26, 0.21, 0.77, 0.39, 0.20, 0.14, -0.30, -0.40, 0.19, 0.37, 0.18, 0.21, 0.23, -0.22, 0.19, -0.86, 0.20, -0.01, -0.85, 0.19, 0.16, 0.15, 0.17, 0.16, 0.39, 0.15, -0.25, 0.21, -0.47, -0.39, -0.26, -0.22, -0.68, 0.16]
}

***

Record 3
{
  "formula": "C4H8NOS",
  "method": "ωB97M-V with the def2-TZVPD basis set",
  "total_charge": -1,
  "lumo_ha": [0.1389, 0.1389],
  "orbital_gap_ev": [6.14, 6.14],
  "species": ["H", "H", "C", "H", "H", "C", "H", "H", "N", "S", "H", "C", "O", "C", "H"],
  "positions_angstrom": [[2.659, 0.819, -0.227], [2.133, -0.950, -0.019], [-1.980, -0.803, -0.507], [0.823, 2.388, -0.059], [-1.997, -1.929, -0.226], [0.176, 1.679, 0.314], [-0.573, -0.391, 1.597], [-1.480, -0.484, -1.397], [-0.168, -0.587, 0.723], [-3.077, 0.259, 0.154], [1.607, -0.227, -1.519], [0.624, 0.399, 0.239], [0.262, -1.846, 0.896], [1.858, -0.002, -0.470], [-0.867, 1.675, 0.501]],
  "forces_ev_per_angstrom": [[-1.3405, -1.5693, -1.1582], [0.4411, -0.2090, 0.0003], [0.0359, -1.1458, 1.8721], [0.6567, 1.9259, -0.8158], [0.3886, 2.0699, -0.5676], [0.1873, -2.9983, 0.3115], [-1.2920, 1.2828, 0.7721], [0.4419, -0.2106, -0.5693], [-1.2878, -2.2638, -0.2499], [-0.6190, -0.0843, -0.1995], [0.5446, 0.5186, 0.1656], [0.2457, 2.0051, -0.5927], [1.2368, -1.2566, -0.5327], [1.2234, 0.6791, 0.9709], [-0.8627, 1.2563, 0.5931]],
  "nbo_charge": [0.20, 0.25, -0.41, 0.18, 0.21, -0.59, 0.36, 0.17, -0.22, -0.32, 0.22, 0.20, -0.79, -0.68, 0.22]
}

***

Record 4
{
  "formula": "C19H30NO2P2Sn",
  "method": "ωB97M-V with the def2-TZVPD basis set",
  "total_charge": 1,
  "lumo_ha": [-0.1363, -0.1362],
  "orbital_gap_ev": [3.34, 3.34],
  "species": ["C", "C", "C", "H", "H", "H", "H", "H", "H", "H", "H", "C", "H", "H", "H", "C", "H", "H", "H", "C", "C", "H", "H", "Sn", "C", "H", "C", "C", "C", "C", "O", "P", "H", "H", "H", "H", "N", "H", "H", "H", "H", "C", "H", "C", "O", "C", "P", "H", "H", "H", "C", "C", "H", "C", "C"],
  "positions_angstrom": [[1.512, -2.387, 2.823], [2.754, 3.871, 2.480], [-0.622, -1.367, -2.650], [2.322, 1.275, -3.388], [0.900, 2.175, -4.015], [-1.622, -4.413, -3.843], [-4.006, -1.191, 1.444], [-1.776, 2.054, -1.233], [-0.509, -4.145, 0.819], [1.987, 2.922, -2.777], [-4.696, -0.158, -2.777], [-1.198, -2.306, -3.501], [-1.155, -0.767, 2.696], [2.832, 3.988, 1.407], [-3.825, 1.599, 1.331], [3.509, 4.678, 3.339], [1.200, -4.014, 0.308], [-1.428, 0.602, -3.448], [1.179, 1.920, 4.817], [-1.161, -1.704, 2.131], [1.277, 1.964, 2.159], [-0.754, -5.104, -1.564], [1.565, -1.499, 3.461], [1.486, -0.228, -0.089], [-0.219, -3.061, -1.081], [-0.478, 2.825, -0.295], [2.574, 3.502, 5.270], [-0.725, -4.057, -1.926], [1.921, 2.863, 3.021], [1.518, 1.984, -3.122], [-3.381, -0.759, 0.806], [0.459, -1.993, 1.432], [-0.737, 3.326, -1.999], [0.221, 0.131, -4.007], [2.517, 3.366, 6.352], [-1.472, -2.524, 2.794], [-0.086, -1.766, -1.474], [2.517, -2.631, 2.469], [-4.026, 0.804, -1.738], [4.033, 5.122, 5.408], [3.099, -0.492, -0.717], [1.822, 2.701, 4.414], [-3.379, 0.163, 1.075], [0.795, 1.156, 1.327], [-4.840, 0.723, -2.316], [-0.752, 2.469, -1.306], [0.405, 1.182, -1.901], [-1.550, -1.986, -4.484], [4.165, 5.446, 2.926], [-1.881, -1.585, 1.315], [3.429, 4.495, 4.735], [-0.470, 0.101, -3.129], [1.079, -3.225, 3.382], [-1.218, -3.658, -3.162], [0.232, -3.470, 0.340]],
  "forces_ev_per_angstrom": [[0.5727, -0.2304, -0.0732], [0.0864, -0.0561, 0.8994], [0.2621, -0.1444, -0.2729], [-0.3171, 0.2800, 0.0197], [0.3423, 0.1165, 0.3621], [0.1144, 0.4100, 0.1453], [0.5837, 0.7299, -0.9476], [0.4615, 0.1762, 0.0855], [0.3668, 0.4091, -0.4444], [-0.3257, -0.4370, -0.0320], [-0.4070, 1.5935, 0.9219], [0.0743, -0.0007, -0.3904], [-0.0953, -0.0518, -0.1318], [-0.0513, 0.0138, 0.0054], [0.5713, -0.1432, -0.1737], [-0.3103, -0.3468, 0.3339], [-0.4863, 0.2069, -0.1182], [0.7914, -0.7540, 0.4577], [0.0996, 0.2138, -0.1054], [0.4398, 0.4075, 0.0565], [-1.1166, -2.4101, -2.6627], [-0.0329, 0.8374, -0.4137], [-0.0352, -0.1430, -0.0503], [-0.9186, 0.2130, 0.3626], [0.2239, -0.1604, 0.0593], [-0.0669, -0.3038, -0.4663], [0.4265, 0.5828, -0.4747], [-0.0575, 0.3371, 0.6186], [0.5684, 0.9856, 0.7690], [0.4840, 0.1186, 0.1509], [-0.7783, -3.2195, -0.1247], [-0.5501, -1.1194, -0.2429], [-0.0096, -0.3980, 0.1099], [-0.7021, -0.3195, 0.5309], [-0.0297, 0.0229, -0.3580], [0.3744, 0.0132, -0.2063], [-0.4208, -0.3500, 0.0719], [-0.0342, -0.0824, 0.2535], [-1.6018, -0.1145, -0.4486], [-0.3589, -0.3544, -0.3876], [-0.7036, 0.0210, 0.5034], [0.3037, 0.0991, 0.1575], [-0.4913, 2.6570, 0.4885], [1.8697, 1.9195, 1.7646], [1.9232, -1.5057, -0.3118], [-0.1596, -0.0172, 0.3219], [-0.7526, 0.8037, -1.3384], [-0.0661, -0.0606, 0.3700], [-0.2063, -0.2285, 0.1293], [-0.2492, 0.2208, 0.0653], [-0.3735, -0.3798, -0.2055], [0.1562, -0.2793, 0.2539], [0.1576, 0.1856, -0.0600], [-0.0101, -0.1706, 0.0715], [0.4644, 0.2070, 0.1016]],
  "nbo_charge": [-0.96, -0.15, 0.25, 0.25, 0.26, 0.25, 0.47, 0.29, 0.28, 0.27, 0.45, -0.23, 0.29, 0.22, -0.71, -0.21, 0.27, 0.30, 0.23, -1.01, 0.24, 0.25, 0.28, 1.11, 0.25, 0.29, -0.20, -0.23, -0.23, -0.93, -1.09, 1.10, 0.26, 0.26, 0.23, 0.26, -0.53, 0.25, 0.47, 0.23, -0.09, -0.15, 0.46, -0.66, -0.93, -0.95, 1.00, 0.24, 0.23, 0.33, -0.16, -0.75, 0.27, -0.11, -0.76]
}

***

- Which formula does entry 2 have?
  C17H24N5OPd